Density functional theory data (ωB97M-V/def2-TZVPD) for 2 unconnected molecules or ions with the total composition C9H15N4O3 at a distorted geometry.

Its HOMO energy is -3.97 eV. Its LUMO energy is 2.50 eV. As for the total charge: -1.

Each line ends with the Löwdin charge.
CARTESIAN COORDINATES (ANGSTROEM)
O (-4.34, -0.12, -4.87)  -0.10
O (-4.25, -0.48, -2.76)  -0.13
O (-3.15, -1.74, -4.11)  -0.12
N (-1.18, 0.40, -2.93)  0.15
N (0.71, 3.46, 2.36)  0.06
N (-1.69, -1.42, 0.78)  -0.14
N (-3.91, -0.78, -3.91)  -0.69
C (-2.70, -0.73, 1.68)  -0.16
C (-0.38, -0.67, 0.78)  -0.23
C (-0.45, 0.72, -0.09)  -0.23
C (0.86, 2.66, 1.33)  -0.10
C (-0.79, 0.48, -1.69)  -0.09
C (0.88, 1.66, -0.01)  -0.25
C (2.31, 0.87, -0.17)  -0.19
C (3.65, -1.26, 0.83)  -0.14
C (2.89, 0.18, 1.20)  -0.25
H (4.81, -1.01, 0.69)  0.08
H (-3.41, -1.53, 2.20)  0.09
H (2.04, 0.02, 2.02)  0.10
H (2.32, 0.09, -1.07)  0.13
H (3.69, 0.88, 1.69)  0.11
H (-1.35, 1.35, 0.38)  0.15
H (-2.07, -1.51, -0.21)  0.12
H (3.11, 1.70, -0.49)  0.12
H (-0.10, -0.44, 1.91)  0.12
H (-2.17, -0.13, 2.56)  0.09
H (3.56, -2.03, 1.70)  0.07
H (0.42, -1.37, 0.26)  0.13
H (-3.41, 0.01, 1.09)  0.09
H (3.31, -1.69, -0.22)  0.07
H (0.81, 2.42, -0.93)  0.15



Density functional theory data (ωB97M-V/def2-TZVPD) for a molecular structure, C4H3MnO6 at a distorted geometry.

Its spin multiplicity is 6. Its HOMO energy (spin up / spin down) is -12.30 / -12.30 eV. Its LUMO energy (spin up / spin down) is -6.59 / -6.73 eV. Its expectation value of S² is 8.754. As for the total charge: +1.

Each line ends with the Löwdin charge.
CARTESIAN COORDINATES (ANGSTROEM)
Mn (2.24, 3.54, 0.56)  1.40
O (0.98, 3.38, -0.93)  -0.01
O (1.77, 1.71, 0.25)  -0.04
O (-1.82, -3.00, 0.87)  0.17
O (-1.43, -1.49, 2.49)  0.20
O (-0.19, -1.55, 0.57)  0.03
O (0.26, 1.33, -1.38)  0.09
C (-1.12, -2.12, 1.52)  -0.50
C (1.01, 2.14, -0.67)  -0.72
C (0.27, -0.05, -1.04)  -0.14
C (-0.42, -0.30, 0.26)  0.05
H (1.29, -0.45, -1.05)  0.15
H (-2.53, -2.58, 0.36)  0.16
H (-0.30, -0.56, -1.83)  0.16



Density functional theory data (ωB97M-V/def2-TZVPD) for a molecular structure, C18H27AuN4O3PS.

Its HOMO energy is -15.77 eV. Its LUMO energy is -11.07 eV. As for the total charge: +3.

Each line ends with the Löwdin charge.
CARTESIAN COORDINATES (ANGSTROEM)
Au (0.28, 0.38, -0.07)  1.01
S (-1.78, 0.51, 0.94)  0.78
P (0.28, 3.26, -1.59)  0.64
O (0.52, 2.37, -0.33)  -0.54
O (0.41, -1.56, 0.29)  -0.18
O (-0.50, -6.06, -0.31)  -0.10
N (-0.50, 2.06, 2.83)  -0.03
N (0.77, 1.62, 2.45)  0.03
N (-0.29, -4.45, -2.53)  0.17
N (-2.78, 2.04, 2.77)  0.15
C (3.23, -0.78, -1.86)  -0.02
C (2.07, -2.69, -2.75)  0.05
C (-1.90, -5.83, -3.66)  0.00
C (-2.74, -6.92, -3.70)  -0.04
C (2.37, -0.80, -0.75)  -0.06
C (-2.10, -7.50, -1.44)  0.02
C (1.47, 2.88, -2.87)  -0.15
C (0.47, 4.95, -1.09)  -0.14
C (-0.35, -7.06, 0.72)  -0.01
C (0.12, -3.72, -1.55)  0.07
C (-1.26, -6.39, -1.37)  -0.21
C (-1.19, -5.56, -2.50)  -0.13
C (1.16, -2.71, -1.70)  -0.09
C (1.30, -1.72, -0.69)  -0.37
C (-2.83, -7.75, -2.59)  -0.01
C (-1.62, 1.63, 2.27)  -0.71
C (-1.37, 3.01, -2.25)  -0.16
C (3.07, -1.72, -2.85)  -0.01
H (-0.29, 5.21, -0.35)  0.07
H (1.35, 1.86, -3.22)  0.06
H (-2.19, -8.17, -0.59)  0.12
H (-3.48, -8.61, -2.61)  0.13
H (-3.31, -7.14, -4.60)  0.12
H (2.61, -0.17, 0.12)  0.12
H (-2.83, 2.59, 3.61)  0.15
H (-3.65, 1.74, 2.36)  0.13
H (3.77, -1.77, -3.67)  0.14
H (-1.52, 3.66, -3.11)  0.08
H (0.05, -4.23, -3.47)  0.17
H (1.34, 2.43, 2.21)  0.11
H (2.48, 3.02, -2.49)  0.07
H (0.03, -7.99, 0.30)  0.11
H (4.06, -0.08, -1.90)  0.13
H (-0.32, -3.90, -0.58)  0.16
H (-0.56, 2.70, 3.62)  0.18
H (0.36, 5.61, -1.95)  0.08
H (-1.80, -5.18, -4.52)  0.13
H (0.38, -6.65, 1.42)  0.10
H (-1.50, 1.97, -2.57)  0.06
H (1.32, 3.55, -3.72)  0.08
H (-1.29, -7.22, 1.24)  0.11
H (1.20, 1.12, 3.22)  0.12
H (1.46, 5.10, -0.66)  0.08
H (-2.11, 3.25, -1.49)  0.07
H (2.04, -3.46, -3.51)  0.14



Density functional theory data (ωB97M-V/def2-TZVPD) for CH3NO2 in the gas phase at a distorted geometry.

Its HOMO energy is -8.38 eV. Its LUMO energy is 0.33 eV. The SMILES is [O-]/[NH+]=C/O. As for the total charge: 0.

Each line ends with the Löwdin charge.
CARTESIAN COORDINATES (ANGSTROEM)
O (1.99, 0.17, 0.09)  -0.14
O (-1.41, -0.16, -0.31)  -0.04
N (0.76, 0.22, 0.32)  -0.17
C (-0.03, -0.40, -0.46)  -0.13
H (0.07, -1.14, -1.16)  0.13
H (0.33, 0.98, 0.99)  0.22
H (-1.72, 0.34, 0.53)  0.14



Density functional theory data (ωB97M-V/def2-TZVPD) for 2 unconnected molecules or ions with the total composition C4H12S at a distorted geometry.

Its spin multiplicity is 2. Its HOMO energy (spin up / spin down) is 1.35 / -4.87 eV. Its LUMO energy (spin up / spin down) is 3.24 / 3.46 eV. Its expectation value of S² is 0.751. As for the total charge: -1.

Each line ends with the Löwdin charge.
CARTESIAN COORDINATES (ANGSTROEM)
S (-0.38, -0.08, -1.85)  0.32
C (0.23, 1.04, 2.06)  -0.18
C (-1.18, -1.43, -1.03)  -0.56
C (-0.30, -0.86, -3.42)  -0.60
C (1.36, 1.66, 3.00)  -0.17
H (1.92, 2.43, 2.46)  0.04
H (0.11, -0.04, -3.91)  -0.08
H (-2.30, -1.43, -0.96)  0.04
H (0.44, -1.66, -3.59)  0.03
H (-0.77, -1.30, 0.01)  0.01
H (1.00, 2.06, 3.98)  0.06
H (0.04, -0.01, 2.45)  0.07
H (2.07, 0.91, 3.19)  0.02
H (-0.96, -2.35, -1.43)  -0.01
H (0.52, 0.80, 1.02)  0.04
H (-0.65, 1.46, 1.84)  0.00
H (-1.17, -1.20, -3.82)  -0.03



| no. | M (g mol⁻¹) |
| --- | --- |
| 1 | 227.2 |
| 2 | 202.0 |
| 3 | 607.4 |
| 4 | 61.0 |
| 5 | 92.2 |